1.
The following is a DFT calculation (the ωB97M-V functional and the def2-TZVPD basis) of C18H16BeN6OS as an isolated structure.

```
! RIJCOSX wB97M-V def2-TZVPD def2/J DEFGRID3
* xyz 0 1
S -1.30 1.85 -0.92
O 0.61 -1.60 -0.26
N 0.55 0.81 1.31
N -3.01 2.60 1.05
N -2.45 0.49 1.06
N 1.53 2.58 0.02
N -1.66 -0.47 0.51
N 1.42 0.74 -1.39
C 2.22 2.79 -2.27
C -0.09 -2.74 -0.43
C -2.32 1.59 0.47
C 2.22 0.85 -3.69
C 0.19 1.09 3.71
C 0.52 -3.91 -0.97
C 2.51 2.17 -3.50
C 0.79 2.33 3.62
C 1.18 2.82 2.37
C -1.49 -5.19 -0.62
C -0.17 -5.15 -1.01
C -1.43 -2.81 -0.06
C 0.16 0.36 2.56
C 1.08 2.06 1.20
C -2.15 -1.63 0.41
C -2.12 -4.07 -0.11
C 1.66 0.15 -2.61
C 1.77 1.98 -1.22
Be 0.05 -0.09 -0.10
H 2.92 2.79 -4.27
H 1.33 -0.88 -2.63
H 1.61 -3.91 -1.32
H 2.51 3.81 -2.03
H 2.32 0.35 -4.62
H -3.12 -4.09 0.20
H 1.54 3.82 2.41
H -2.09 -6.09 -0.46
H 0.35 -6.06 -1.23
H 0.99 2.91 4.48
H -3.16 -1.71 0.87
H 1.73 3.59 0.03
H -0.21 -0.65 2.44
H -3.70 2.28 1.71
H -0.10 0.69 4.68
H -3.19 3.52 0.63
*
```

Output
gap between HOMO and LUMO	7.592	eV
total energy	-41153.6051	eV
LUMO energy	0.3005	eV

***

2.
The following is a DFT calculation (the ωB97M-V functional and the def2-TZVPD basis) of one molecule with the formula C5H8O.

```
! RIJCOSX wB97M-V def2-TZVPD def2/J DEFGRID3
* xyz 0 1
O -0.53 -1.26 -0.60
C -0.01 -1.03 0.71
C -1.11 -0.12 1.31
C 1.31 0.09 -1.40
C 0.24 -0.07 -0.37
C -0.64 0.98 0.32
H 2.13 0.76 -1.11
H 0.83 0.49 -2.30
H -1.11 0.12 2.37
H -2.09 -0.53 1.02
H 0.67 -1.77 1.12
H -0.01 1.71 0.85
H -1.38 1.51 -0.29
H 1.70 -0.90 -1.63
*
```

Output
gap between HOMO and LUMO	10.744	eV
total energy	-7360.1023	eV
LUMO energy	1.1167	eV
relative energy (zero: lowest compared OMol25 entry of this formula, charge and spin)	2.153	eV

***

3.
The following is a DFT calculation (the ωB97M-V functional and the def2-TZVPD basis) of C19H18F3O4SZr as an isolated structure.

```
! RIJCOSX wB97M-V def2-TZVPD def2/J DEFGRID3
* xyz 1 1
Zr -0.56 -0.11 0.56
S -0.57 0.27 4.04
F 1.33 -0.34 5.83
F 0.91 -1.91 4.37
F 2.03 -0.12 3.74
O -0.29 1.68 4.10
O -0.67 -0.18 2.57
O -0.40 0.01 -3.18
O -1.62 -0.34 4.80
C 0.66 -0.82 -6.83
C -1.52 -0.63 -3.79
C -0.23 1.79 -7.24
C 0.56 -2.16 1.31
C -0.84 2.20 -0.32
C -0.36 1.22 -5.97
C 0.26 1.61 -1.02
C 1.34 -1.54 0.29
C -0.20 -0.81 -4.49
C 0.35 1.07 -8.29
C 1.02 -0.57 4.54
C 1.30 1.29 -0.08
C -0.68 -2.60 0.74
C 0.58 -1.60 -0.92
C 0.84 1.70 1.22
C -0.68 -2.23 -0.64
C 0.07 -0.11 -5.75
C 0.81 -0.24 -8.08
C -0.47 2.28 1.06
H -1.04 2.77 1.84
H 0.93 -1.32 -1.91
H -1.45 -2.50 -1.36
H 2.37 -1.23 0.40
H 0.46 1.53 -9.27
H 0.91 -2.39 2.31
H -2.23 0.05 -4.27
H -1.89 -1.51 -3.25
H 2.30 0.94 -0.31
H -1.74 2.61 -0.77
H 0.34 -1.75 -4.33
H 1.27 -0.80 -8.89
H -1.44 -3.17 1.27
H -0.59 2.81 -7.40
H 0.36 1.54 -2.10
H -0.79 1.78 -5.13
H 0.98 -1.85 -6.64
H 1.45 1.73 2.11
*
```

Output
gap between HOMO and LUMO	6.531	eV
total energy	-48446.1382	eV
LUMO energy	-5.0495	eV
relative energy (zero: lowest compared OMol25 entry of this formula, charge and spin)	0.000	eV

***

4.
The following is a DFT calculation (the ωB97M-V functional and the def2-TZVPD basis) of C7H8CdN2O3S as an isolated structure.

```
! RIJCOSX wB97M-V def2-TZVPD def2/J DEFGRID3
* xyz 2 1
Cd 0.07 -1.60 -2.48
S 0.11 -2.17 -0.23
O 0.04 3.03 -4.58
O -2.80 -2.02 -4.52
O 2.90 -2.02 -4.52
N 1.12 -0.15 1.11
N -1.15 -0.23 1.09
C 0.05 1.94 -4.23
C -1.28 0.55 2.36
C 1.20 0.61 2.39
C -0.05 1.39 2.61
C -1.79 -1.78 -3.96
C 1.89 -1.77 -3.96
C 0.02 -0.74 0.69
H -0.06 2.24 1.97
H 1.97 -0.59 0.77
H -0.08 1.77 3.62
H -2.16 1.18 2.19
H 1.23 -0.05 3.31
H -1.95 -0.76 0.77
H -1.35 -0.09 3.28
H 2.09 1.26 2.30
*
```

Output
gap between HOMO and LUMO	8.526	eV
total energy	-31893.4143	eV
LUMO energy	-8.6039	eV

***

5.
The following is a DFT calculation (the ωB97M-V functional and the def2-TZVPD basis) of one molecule with the formula C5H10O.

```
! RIJCOSX wB97M-V def2-TZVPD def2/J DEFGRID3
* xyz 0 1
O 1.12 -2.33 -0.02
C -1.54 1.39 -0.05
C -0.13 0.82 0.13
C 0.09 -0.37 1.10
C 1.13 -0.92 0.09
C 0.39 -0.09 -0.99
H 0.58 1.59 0.39
H -1.88 1.90 0.83
H -1.59 2.09 -0.89
H 1.72 -2.61 -0.71
H 0.98 0.39 -1.76
H 2.14 -0.55 0.28
H -0.77 -1.04 1.14
H -0.45 -0.67 -1.39
H -2.25 0.59 -0.28
H 0.45 -0.17 2.11
*
```

Output
gap between HOMO and LUMO	10.976	eV
total energy	-7393.8662	eV
LUMO energy	1.0157	eV
relative energy (zero: lowest compared OMol25 entry of this formula, charge and spin)	0.899	eV

***

6.
The following is a DFT calculation (the ωB97M-V functional and the def2-TZVPD basis) of a 7-piece molecular cluster, C26H43NO18 overall.

```
! RIJCOSX wB97M-V def2-TZVPD def2/J DEFGRID3
* xyz 0 1
O 0.54 -1.66 1.47
O -1.14 1.90 2.28
O -1.73 -4.35 -1.68
O -5.27 -0.71 3.09
O 0.30 -4.81 -2.50
O 6.07 2.26 -5.07
O 2.01 3.79 1.69
O -0.81 -0.30 0.41
O -4.62 -1.28 5.19
O -5.11 -2.81 3.55
O -0.38 -2.50 -2.37
O 7.63 1.36 -3.67
O -2.96 2.78 1.45
O 2.68 1.65 2.53
O 3.12 2.05 0.36
O 5.74 2.06 -2.92
O -1.62 -1.86 1.90
O -1.04 2.99 0.32
N -4.75 -0.56 -2.40
C 6.47 1.95 -3.96
C 5.59 0.05 -1.60
C 1.36 -4.38 -3.27
C 6.28 1.36 -1.82
C -1.71 1.04 -3.25
C -0.79 2.17 -2.96
C -3.42 2.19 2.68
C -2.21 1.40 3.12
C -3.66 -0.18 -2.23
C -2.26 0.31 -2.04
C -1.63 2.57 1.29
C 2.03 1.91 3.80
C -4.69 -0.91 0.83
C -2.71 -3.49 -1.15
C -5.60 -2.87 2.26
C 0.43 -0.02 -0.13
C 3.10 2.97 -0.72
C 2.20 -1.88 -0.25
C -1.78 1.44 4.59
C 1.38 -0.94 0.63
C -5.66 -1.37 1.92
C -0.68 -1.31 1.30
C -4.93 -1.56 3.98
C 7.73 1.18 -2.23
C -0.58 -3.88 -2.19
C 2.56 2.50 1.50
H -1.66 -0.55 -1.81
H -1.01 0.71 4.77
H -1.25 0.38 -4.04
H -2.27 0.32 2.92
H -3.49 -3.99 -0.73
H 1.01 -3.94 -4.24
H -4.36 1.63 2.54
H -3.67 -1.04 1.20
H 8.40 1.97 -1.94
H 5.71 -0.43 -2.58
H -2.50 1.48 -3.76
H 1.93 -5.22 -3.54
H 4.60 0.36 -1.50
H 2.93 -1.34 -0.80
H -2.62 1.24 5.23
H -0.36 2.61 -3.84
H -2.27 0.89 -1.06
H -1.27 2.97 -2.39
H -3.16 -2.73 -1.85
H -4.91 0.13 0.55
H -4.93 -3.47 1.57
H 2.01 -0.27 1.15
H 8.25 0.27 -2.02
H -0.01 1.92 -2.34
H 3.14 4.00 -0.40
H -4.79 -1.53 -0.07
H 1.57 -2.56 -0.92
H 1.95 -3.58 -2.82
H -6.62 -1.05 1.58
H 2.80 -2.52 0.41
H 5.87 -0.51 -0.75
H -6.56 -3.31 2.38
H 6.35 1.99 -0.91
H 2.57 2.65 4.36
H 3.95 2.95 -1.39
H 2.14 2.87 -1.31
H 0.47 -0.25 -1.21
H -1.47 2.43 4.85
H -2.17 -2.92 -0.46
H 2.09 0.95 4.38
H 0.98 2.35 3.64
H 0.82 0.99 0.02
H -3.66 2.89 3.42
*
```

Output
gap between HOMO and LUMO	10.654	eV
total energy	-66000.7450	eV
LUMO energy	0.2493	eV
relative energy (zero: lowest compared OMol25 entry of this formula, charge and spin)	0.269	eV

***

7.
The following is a DFT calculation (the ωB97M-V functional and the def2-TZVPD basis) of a 2-piece molecular cluster, C6H11NO4 overall.

```
! RIJCOSX wB97M-V def2-TZVPD def2/J DEFGRID3
* xyz 0 1
O 1.73 1.52 -0.60
O 1.93 -2.01 0.62
O 3.29 -0.14 -0.77
O -2.98 -1.33 -0.67
N -2.73 0.84 -1.14
C -2.41 -0.29 -0.47
C -0.21 -0.99 0.39
C 2.01 0.20 -0.94
C -1.28 -0.23 0.44
C 1.13 -0.92 0.82
C -1.15 1.11 1.30
H -2.11 1.65 -1.19
H 3.36 -1.03 -0.35
H -1.99 1.67 1.39
H -3.57 0.72 -1.77
H 1.43 -2.59 0.03
H -0.68 0.87 2.25
H 2.15 1.65 0.24
H 1.41 -0.16 -1.74
H -0.42 1.67 0.75
H -0.46 -2.01 -0.11
H 1.55 -0.22 1.53
*
```

Output
gap between HOMO and LUMO (alpha / beta)	7.602 / 7.606	eV
total energy	-16077.1047	eV
LUMO energy (alpha / beta)	0.4303 / 0.4342	eV
relative energy (zero: lowest compared OMol25 entry of this formula, charge and spin)	4.464	eV

***

8.
The following is a DFT calculation (the ωB97M-V functional and the def2-TZVPD basis) of one molecule with the formula C6H8.

```
! RIJCOSX wB97M-V def2-TZVPD def2/J DEFGRID3
* xyz 0 1
C 0.27 0.58 1.15
C 0.35 -1.53 -0.39
C 0.54 -0.63 0.39
C -0.54 1.56 0.33
C -0.32 -2.41 -1.35
C 0.83 1.93 0.78
H -0.75 -1.78 -2.13
H 0.32 -3.15 -1.82
H -1.42 2.03 0.76
H 1.63 1.97 0.05
H 0.91 2.65 1.58
H -1.14 -2.92 -0.83
H -0.02 0.42 2.19
H -0.66 1.27 -0.72
*
```

Output
gap between HOMO and LUMO	9.971	eV
total energy	-6348.8111	eV
LUMO energy	1.1152	eV
relative energy (zero: lowest compared OMol25 entry of this formula, charge and spin)	1.973	eV